Record 1
Formula: C9H15P
Source: OMol25
Level of theory: ωB97M-V with the def2-TZVPD basis set

LUMO level in eV: 0.75
Charge: 0
Structure (SMILES): CC[C@H]1C(C)=CC=CP1C
HOMO-LUMO gap in Eh: 0.316

CARTESIAN COORDINATES (ANGSTROEM)
P  1.71  -0.25  0.80
C  0.06  0.46  0.66
C  -0.93  -1.04  0.50
C  -0.61  -1.89  -0.52
C  -1.86  -1.41  1.60
C  -1.59  1.47  -0.91
C  -0.17  1.47  -0.49
C  1.61  -1.02  -0.88
C  0.55  -1.70  -1.29
C  2.75  1.31  0.66
H  -1.19  -2.80  -0.78
H  2.56  -0.99  -1.51
H  2.19  1.79  -0.22
H  3.81  1.06  0.66
H  -2.72  -0.81  1.66
H  0.00  2.48  -0.11
H  2.43  1.98  1.46
H  -2.34  -2.39  1.30
H  -1.18  -1.57  2.48
H  -2.17  0.68  -0.44
H  0.42  1.12  -1.33
H  -0.28  0.67  1.63
H  -2.04  2.38  -0.72
H  -1.63  1.26  -1.99
H  0.63  -2.26  -2.22

Record 2
Formula: C9H16Br2Si
Source: OMol25
Level of theory: ωB97M-V with the def2-TZVPD basis set

LUMO level (alpha / beta) in eV: -0.49 / -0.49
Charge: 0
HOMO-LUMO gap (alpha / beta) in Eh: 0.277 / 0.277

CARTESIAN COORDINATES (ANGSTROEM)
Br  -1.03  2.56  -1.66
Br  -2.43  -0.53  -2.62
Si  -0.67  0.43  -1.64
C  0.59  0.28  1.04
C  -0.60  -0.08  3.23
C  -0.67  -0.14  0.19
C  -1.82  0.34  1.03
C  0.67  -0.40  2.36
C  -1.93  -0.24  2.42
C  1.70  0.02  -3.01
C  1.11  -0.36  -4.32
C  0.86  0.57  -5.26
H  -2.72  0.18  3.11
H  1.47  1.54  -5.23
H  1.65  -0.03  2.73
H  2.39  -0.62  -2.38
H  -2.73  0.19  0.35
H  -0.69  -1.17  0.27
H  0.23  0.45  -6.04
H  -2.03  -1.30  2.47
H  -0.66  1.07  3.42
H  0.75  -1.31  -4.33
H  1.48  0.07  0.33
H  -0.75  -0.52  4.14
H  2.01  1.00  -2.89
H  0.65  -1.40  2.19
H  0.38  1.44  1.14
H  -1.72  1.54  1.16

Short version: energy relative to the best compared isomer or geometry (same formula, charge and spin) = 79.6, 149.4 kJ/mol, in the order given.
Short version: F_max = 0.073, 0.115 Eh/bohr, in the order given.